Molecular formula: C16H12F6IN3O6PdS2
Method: DFT, wB97M-V/def2-TZVPD

XYZ file:
```
47
Properties=species:S:1:pos:R:3:forces:R:3:nbo_charge:R:1
Pd 0.225059 2.025459 0.325144 0.060 -0.117 -0.121 1.200
C 3.446129 1.229100 3.580851 -0.006 0.008 0.009 -0.646
C 3.076591 0.081859 2.695042 -0.024 0.003 -0.038 0.186
N 3.428618 -1.127373 3.040182 0.013 -0.019 -0.002 -0.390
C 3.085855 -2.171862 2.253142 0.008 0.011 0.009 -0.019
C 2.414667 -2.031128 1.073689 -0.015 0.013 -0.021 -0.046
C 2.068149 -3.240706 0.248349 -0.005 0.005 0.007 -0.091
O 0.679898 -3.314127 -0.070507 -0.004 -0.003 -0.004 -0.724
C 2.008203 -0.729275 0.672980 0.007 -0.158 -0.024 -0.239
C 1.378689 -0.581317 -0.611454 -0.049 0.012 -0.038 0.223
N 0.671262 0.419996 -0.990134 0.036 0.119 -0.073 -0.532
C 0.180769 0.512376 -2.312852 0.036 0.040 -0.010 0.169
C -0.384497 -0.580361 -2.959637 -0.010 0.000 -0.037 -0.245
C -0.876188 -0.447040 -4.248026 0.006 -0.007 0.016 -0.176
C -0.820552 0.777544 -4.895785 0.002 0.028 0.012 -0.199
C -0.264060 1.878242 -4.258120 -0.010 -0.003 -0.018 -0.230
C 0.232137 1.738476 -2.975054 -0.002 -0.102 0.010 -0.185
I 1.130719 3.375442 -2.025628 -0.028 -0.028 0.094 0.277
C 2.315082 0.362867 1.501885 0.021 0.042 0.164 0.381
O 2.012059 1.602637 1.275457 -0.047 0.140 -0.064 -0.727
H 4.069769 0.867500 4.394007 -0.007 0.000 0.007 0.231
H 2.547518 1.697299 3.987980 0.004 0.005 -0.001 0.231
H 3.973465 2.001536 3.019801 0.003 -0.007 -0.009 0.227
H 3.378143 -3.153291 2.608663 0.002 0.002 0.004 0.192
H 2.400362 -4.139890 0.773585 -0.004 -0.001 -0.001 0.185
H 2.583341 -3.225021 -0.714951 0.004 0.000 -0.001 0.184
H 0.179319 -3.278915 0.752531 -0.001 0.000 0.002 0.476
H 1.541500 -1.376310 -1.336362 0.012 0.002 -0.003 0.200
H -0.464992 -1.520923 -2.428177 0.000 -0.005 -0.008 0.240
H -1.323349 -1.300767 -4.739176 0.000 0.000 0.003 0.226
H -1.220754 0.886384 -5.894492 0.006 0.000 -0.002 0.227
H -0.222028 2.836942 -4.756301 0.000 -0.003 -0.009 0.233
F -3.989881 -0.836431 3.095602 0.003 0.002 0.005 -0.296
C -2.773305 -0.836480 2.571873 0.004 -0.026 -0.006 0.731
F -1.935173 -1.452998 3.401143 0.001 0.016 0.002 -0.304
F -2.794487 -1.498812 1.416704 -0.002 -0.006 -0.010 -0.311
S -2.188915 0.891522 2.320013 -0.043 0.022 0.061 2.269
O -2.216426 1.498539 3.606894 -0.037 0.024 -0.055 -0.883
O -0.873477 0.693460 1.711400 0.022 -0.051 -0.019 -0.997
N -3.279208 1.451180 1.351214 -0.014 -0.017 0.072 -1.240
S -3.171877 2.154340 -0.034553 0.006 0.026 0.233 2.285
O -4.217081 3.097668 -0.217850 0.004 0.004 -0.130 -0.879
O -1.820203 2.590234 -0.384439 -0.014 0.014 -0.005 -1.011
C -3.497963 0.795615 -1.233372 0.094 -0.015 -0.003 0.722
F -2.622556 -0.192977 -1.026734 -0.016 0.012 -0.019 -0.319
F -3.345480 1.250873 -2.474304 0.006 0.004 -0.015 -0.307
F -4.724853 0.318914 -1.090217 -0.022 0.014 0.036 -0.297
```
Forces are in eV/Å.

Multiplicity: 3
Calculated total energy (Eh): -3053.71515
E_LUMO (spin up / spin down) (eV): -0.7367 / -2.1202
Expectation value of S²: 2.01

***

Molecular formula: C16H12IN2O8S4SbW
Method: DFT, wB97M-V/def2-TZVPD

XYZ file:
```
45
Properties=species:S:1:pos:R:3:forces:R:3:nbo_charge:R:1
W 0.059973 0.972843 0.867061 2.340 0.066 -2.323 1.921
C 2.602082 -2.197737 3.128897 0.144 -0.039 -0.081 -0.651
C 3.238768 -1.551316 1.933550 0.308 -0.100 0.166 0.185
N 4.562164 -1.683804 1.796751 -0.097 0.087 -0.160 -0.468
C 5.143081 -1.098152 0.733128 -0.060 -0.087 0.224 -0.002
C 4.469577 -0.428659 -0.259388 0.131 -0.062 0.006 -0.085
C 5.236624 0.120741 -1.424668 -0.121 0.303 0.019 -0.073
O 4.972423 1.490881 -1.724161 0.261 -0.377 -0.213 -0.747
C 3.061641 -0.340111 -0.157745 0.001 0.326 -0.365 -0.129
C 2.260485 0.232181 -1.174518 -0.093 -0.373 -0.058 -0.036
N 0.891304 0.246009 -1.189768 -0.271 0.107 -0.080 -0.618
C 0.358731 0.256696 -2.478608 -0.075 0.007 -0.081 0.248
C 1.073359 -0.407532 -3.509519 -0.143 0.061 -0.084 -0.260
C 0.663304 -0.414220 -4.830812 0.069 -0.033 0.084 -0.213
C -0.510637 0.218747 -5.215372 -0.048 0.005 -0.048 -0.270
C -1.276331 0.826059 -4.232354 0.099 -0.091 -0.004 -0.232
C -0.862865 0.839844 -2.907256 0.322 -0.124 0.239 -0.227
I -2.134843 1.743899 -1.557717 -0.545 0.211 -0.300 0.301
C 2.468918 -0.847340 1.001379 -0.185 -0.072 0.124 0.290
O 1.154233 -0.712631 1.153968 0.097 -0.044 0.192 -0.746
H 3.356832 -2.784259 3.655436 -0.049 0.032 -0.050 0.209
H 1.775026 -2.844065 2.832392 -0.041 -0.019 -0.016 0.224
H 2.184634 -1.449937 3.798648 -0.052 0.054 0.046 0.243
H 6.227757 -1.190239 0.673062 -0.091 0.017 0.027 0.165
H 5.003074 -0.442975 -2.332864 -0.057 0.037 -0.096 0.163
H 6.302095 -0.027387 -1.220090 0.093 0.011 -0.032 0.154
H 4.738744 1.954461 -0.910243 -0.116 0.139 0.241 0.502
H 2.765452 0.621182 -2.047138 0.060 0.064 -0.069 0.209
H 1.965906 -0.948486 -3.233352 0.026 -0.033 -0.004 0.219
H 1.265824 -0.936444 -5.567983 -0.015 0.025 0.065 0.197
H -0.833752 0.226726 -6.251821 0.017 -0.008 0.107 0.196
H -2.216619 1.301049 -4.488572 0.078 -0.012 0.021 0.210
O 3.750591 2.702587 0.679593 0.945 0.169 0.180 -0.616
C 2.576255 2.506562 0.561041 -0.984 -0.239 0.138 0.705
O 1.845461 1.759710 1.359893 0.762 -0.019 0.303 -0.743
C 1.699486 3.126025 -0.530211 -0.206 -0.091 -0.026 0.666
O 2.094300 4.002394 -1.263692 0.063 0.181 -0.164 -0.611
O 0.517675 2.603075 -0.517968 -0.337 -0.330 0.333 -0.704
S -3.430549 -0.585695 3.689587 0.001 -0.347 0.177 -0.623
Sb -1.368205 -0.968284 2.776289 -0.227 -0.421 0.475 1.350
S 0.260339 0.579625 3.469091 -0.645 -0.453 -0.643 -0.436
S -1.471044 -1.048657 0.403970 0.159 0.505 0.891 -0.496
S -0.968190 -3.085231 3.637421 -0.321 -0.061 0.159 -0.508
O -1.610362 1.544714 1.492529 -0.583 0.384 0.175 -0.438
O -0.624723 2.556152 1.683433 -0.616 0.647 0.506 -0.426
```
Forces are in eV/Å.

Multiplicity: 3
Calculated total energy (Eh): -3526.21531
E_LUMO (spin up / spin down) (eV): 3.7222 / 2.3806
Expectation value of S²: 2.04
Net charge: -2

***

Molecular formula: C16H12IrN5O7S
Method: DFT, wB97M-V/def2-TZVPD

XYZ file:
```
42
Properties=species:S:1:pos:R:3:forces:R:3:nbo_charge:R:1
Ir 0.343689 0.640440 -0.369096 0.031 0.256 0.022 1.203
S 4.481046 2.297497 -0.254248 0.003 0.071 0.312 0.445
C 4.643912 0.597418 -0.163258 0.053 -0.073 -0.231 -0.385
C 3.448232 -0.056489 -0.239682 -0.045 0.065 0.139 -0.291
C 2.342214 0.841240 -0.307536 0.029 -0.256 0.078 -0.229
C 2.768865 2.149190 -0.275506 -0.048 0.090 -0.202 -0.350
C 1.767540 3.191171 -0.341837 0.066 0.015 -0.136 0.229
C 1.979086 4.566003 -0.360457 -0.015 0.005 0.039 -0.238
C 0.894530 5.414203 -0.461025 0.042 0.033 -0.014 -0.131
C -0.389371 4.889288 -0.550825 -0.045 -0.018 0.002 -0.269
C -0.543235 3.519751 -0.528026 0.083 -0.016 0.018 0.058
N 0.507928 2.697369 -0.420397 -0.106 -0.046 -0.024 -0.451
H 5.628888 0.162894 -0.090962 -0.002 0.006 -0.057 0.242
H 3.356582 -1.134016 -0.246096 -0.002 0.002 0.005 0.245
H 2.987251 4.951485 -0.296035 0.003 -0.007 -0.002 0.231
H 1.047745 6.485358 -0.478150 -0.006 -0.004 0.007 0.227
H -1.257622 5.525471 -0.638799 0.005 0.001 -0.003 0.235
H -1.507451 3.028736 -0.591732 -0.007 0.015 -0.008 0.250
O -3.755530 -0.090236 -0.006728 0.036 -0.017 0.146 -0.630
C -2.572904 -0.285117 -0.209548 -0.090 0.145 -0.403 0.778
O -1.735514 0.693486 -0.423074 -0.032 -0.063 0.185 -0.826
C -2.070532 -1.714865 -0.289527 0.025 -0.079 0.094 -0.304
C -3.066168 -2.686725 -0.231879 0.021 0.040 0.027 -0.094
C -2.764388 -4.028456 -0.286211 -0.057 -0.065 -0.015 -0.045
C -1.456193 -4.471736 -0.396997 0.013 0.052 0.005 -0.136
C -0.480390 -3.517231 -0.477664 0.026 -0.076 0.002 -0.054
C -0.720029 -2.124382 -0.412139 0.015 0.101 0.008 0.453
O 0.340828 -1.358910 -0.412023 0.001 -0.119 0.017 -0.730
N 0.909883 -3.977872 -0.609433 -0.031 -0.044 -0.045 0.534
O 1.314822 -4.755842 0.233880 0.003 0.016 0.023 -0.378
O 1.549565 -3.580965 -1.558146 0.008 0.029 0.008 -0.353
N -3.842144 -5.019351 -0.214858 0.031 0.023 0.027 0.538
O -4.979330 -4.613583 -0.091759 -0.009 0.008 -0.011 -0.374
O -3.528248 -6.193209 -0.277925 0.006 -0.011 -0.010 -0.388
H -4.090281 -2.357778 -0.133518 -0.002 -0.003 -0.008 0.281
H -1.218647 -5.524912 -0.417761 -0.001 -0.004 -0.001 0.268
N -0.122057 1.741942 2.291581 -0.020 -0.046 -0.003 -0.638
N 0.263485 0.534649 1.613620 -0.030 -0.028 0.018 -0.468
H -0.271681 1.514650 3.271317 -0.017 0.010 -0.008 0.360
H -1.018122 2.012506 1.895271 -0.006 -0.005 -0.030 0.378
H -0.378299 -0.234826 1.818141 0.052 -0.062 -0.005 0.393
H 1.192047 0.271762 1.939055 0.019 0.059 0.032 0.415
```
Forces are in eV/Å.

Multiplicity: 1
Calculated total energy (Eh): -1919.71821
E_LUMO (eV): -1.4114